--- 1 ---
Entry from the Open Molecules 2025 dataset: 2 unconnected molecules or ions with the total composition C5H13NSi (ωB97M-V/def2-TZVPD).

Each atom is followed by the atoms it is bonded to, with distances in Å.
Geometry (Å):
1 C 0.13 1.60 0.38  C2 1.362, C3 1.535, H8 1.088
2 C 0.96 0.69 -0.20  C1 1.362, C4 1.520, Si7 1.922
3 C 0.09 1.88 1.89  C1 1.535, H9 1.115, H10 1.161, H11 1.059
4 C 1.05 0.90 -1.70  C2 1.520, H12 1.095, H13 1.115, H14 1.093
5 C -2.30 -1.49 -0.19  H15 1.103, H16 1.155, H17 1.132, H20 1.130
6 N 1.31 -2.14 0.06  Si7 1.766, H18 1.081, H19 1.013
7 Si 2.11 -0.65 0.57  C2 1.922, N6 1.766
8 H -0.12 2.36 -0.35  C1 1.088
9 H -0.77 2.51 2.20  C3 1.115
10 H -0.04 0.86 2.43  C3 1.161
11 H 1.01 2.17 2.34  C3 1.059
12 H 1.54 1.82 -2.02  C4 1.095
13 H 1.73 0.21 -2.25  C4 1.115
14 H 0.07 0.77 -2.18  C4 1.093
15 H -3.15 -2.09 0.20  C5 1.103
16 H -1.76 -1.99 -1.08  C5 1.155
17 H -1.41 -1.36 0.49  C5 1.132
18 H 1.90 -3.03 0.22  N6 1.081
19 H 0.37 -2.46 -0.11  N6 1.013
20 H -2.73 -0.57 -0.69  C5 1.130

Output
LUMO   0.007 Eh
Charge   0

Atomic partial charges in e from the natural (NBO) method, atoms 1 to 8: C -0.175; C -0.508; C -0.656; C -0.660; C -0.874; N -1.319; Si 1.040; H 0.187

***

--- 2 ---
Entry from the Open Molecules 2025 dataset: a single C5H13NSi molecule (ωB97M-V/def2-TZVPD).

Each atom is followed by the atoms it is bonded to, with distances in Å.
Geometry (Å):
1 C -3.03 1.29 1.09  C2 1.535, H8 1.078, H9 1.032, H10 1.084
2 C -1.56 0.90 0.86  C1 1.535, C3 1.331, H11 1.103
3 C -0.99 0.04 0.02  C2 1.331, Si4 2.035, H12 1.095
4 Si 0.95 -0.53 -0.19  C3 2.035, C5 1.912, C6 1.953, N7 1.737
5 C 1.79 1.19 -0.22  Si4 1.912, H13 1.025, H14 1.087, H15 1.090
6 C 1.15 -1.45 -1.90  Si4 1.953, H16 1.128, H17 1.177, H18 1.144
7 N 1.47 -1.73 0.94  Si4 1.737, H19 0.992, H20 1.031
8 H -3.30 2.33 1.03  C1 1.078
9 H -3.16 0.96 2.06  C1 1.032
10 H -3.68 0.93 0.30  C1 1.084
11 H -0.91 1.49 1.53  C2 1.103
12 H -1.53 -0.58 -0.70  C3 1.095
13 H 2.21 1.21 -1.15  C5 1.025
14 H 0.88 1.75 -0.02  C5 1.087
15 H 2.59 1.32 0.51  C5 1.090
16 H 1.80 -2.38 -1.89  C6 1.128
17 H 0.08 -1.88 -2.14  C6 1.177
18 H 1.62 -0.61 -2.52  C6 1.144
19 H 1.76 -1.68 1.89  N7 0.992
20 H 1.87 -2.58 0.51  N7 1.031

Output
SMILES string   C/C=C/[Si](C)(C)N
LUMO   0.034 Eh
Charge   0

Atomic partial charges in e from the natural (NBO) method, atoms 1 to 8: C -0.651; C -0.159; C -0.615; Si 1.716; C -1.110; C -1.119; N -1.305; H 0.217

***

Which structure wins on stability? 2 wins.

***

--- 1 ---
Entry from the Open Molecules 2025 dataset: 9 unconnected molecules or ions with the total composition C28H79N5O9 (ωB97M-V/def2-TZVPD).

Each atom is followed by the atoms it is bonded to, with distances in Å.
Geometry (Å):
1 C -1.09 -1.84 -0.19  O2 1.415, H7 1.090, H8 1.090, H9 1.090
2 O -1.27 -0.45 -0.08  C1 1.415, C3 1.400
3 C -0.28 0.29 -0.74  O2 1.400, C4 1.548, H10 1.090, H11 1.090
4 C -0.33 1.78 -0.33  C3 1.548, C5 1.585, N6 1.486, H12 1.090
5 C -1.78 2.41 -0.43  C4 1.585, H13 1.090, H14 1.090, H15 1.090
6 N 0.71 2.63 -0.98  C4 1.486, H16 1.010, H17 1.010
7 H -0.22 -2.11 0.42  C1 1.090
8 H -0.92 -2.34 -1.15  C1 1.090
9 H -1.94 -2.29 0.32  C1 1.090
10 H 0.72 -0.11 -0.59  C3 1.090
11 H -0.46 0.23 -1.82  C3 1.090
12 H -0.04 1.88 0.71  C4 1.090
13 H -2.62 1.81 -0.10  C5 1.090
14 H -2.00 2.69 -1.47  C5 1.090
15 H -1.77 3.30 0.20  C5 1.090
16 H 0.53 3.59 -0.73  N6 1.010
17 H 1.65 2.41 -0.68  N6 1.010
18 C 4.31 6.29 1.74  O19 1.412, H24 1.090, H25 1.090, H26 1.090
19 O 4.89 5.03 1.49  C18 1.412, C20 1.411
20 C 6.12 4.99 0.80  O19 1.411, C21 1.551, H27 1.090, H28 1.090
21 C 6.72 3.56 0.82  C20 1.551, C22 1.573, N23 1.459, H29 1.090
22 C 8.20 3.51 0.29  C21 1.573, H30 1.090, H31 1.090, H32 1.090
23 N 5.84 2.61 0.14  C21 1.459, H33 1.010, H34 1.010
24 H 3.53 6.16 2.50  C18 1.090
25 H 3.88 6.61 0.79  C18 1.090
26 H 5.04 6.96 2.19  C18 1.090
27 H 5.96 5.37 -0.21  C20 1.090
28 H 6.88 5.61 1.29  C20 1.090
29 H 6.71 3.18 1.84  C21 1.090
30 H 8.48 4.34 -0.36  C22 1.090
31 H 8.58 2.56 -0.10  C22 1.090
32 H 8.80 3.75 1.17  C22 1.090
33 H 5.07 2.15 0.60  N23 1.010
34 H 6.30 1.76 -0.17  N23 1.010
35 C -1.04 8.84 -2.64  O36 1.426, H41 1.090, H42 1.090, H43 1.090
36 O -1.46 9.70 -1.57  C35 1.426, C37 1.443
37 C -2.70 10.41 -1.69  O36 1.443, C38 1.550, H44 1.090, H45 1.090
38 C -3.43 10.55 -0.33  C37 1.550, C39 1.513, N40 1.483, H46 1.090
39 C -4.50 11.62 -0.36  C38 1.513, H47 1.090, H48 1.090, H49 1.090
40 N -2.39 10.75 0.71  C38 1.483, H50 1.010, H51 1.010
41 H -1.05 9.28 -3.63  C35 1.090
42 H -1.63 7.93 -2.53  C35 1.090
43 H 0.01 8.62 -2.50  C35 1.090
44 H -2.52 11.40 -2.10  C37 1.090
45 H -3.32 10.00 -2.49  C37 1.090
46 H -3.79 9.54 -0.12  C38 1.090
47 H -4.12 12.58 -0.69  C39 1.090
48 H -4.89 11.73 0.66  C39 1.090
49 H -5.29 11.40 -1.08  C39 1.090
50 H -1.81 9.96 0.45  N40 1.010
51 H -1.84 11.56 0.47  N40 1.010
52 C 3.99 -3.55 -4.49  O53 1.482, H58 1.090, H59 1.090, H60 1.090
53 O 4.45 -4.23 -5.73  C52 1.482, C54 1.389
54 C 3.80 -5.44 -5.95  O53 1.389, C55 1.528, H61 1.090, H62 1.090
55 C 4.30 -6.12 -7.22  C54 1.528, C56 1.544, N57 1.500, H63 1.090
56 C 4.17 -5.09 -8.35  C55 1.544, H64 1.090, H65 1.090, H66 1.090
57 N 3.52 -7.39 -7.38  C55 1.500, H67 1.010, H68 1.010
58 H 4.42 -2.55 -4.42  C52 1.090
59 H 4.12 -4.10 -3.56  C52 1.090
60 H 2.92 -3.34 -4.52  C52 1.090
61 H 4.15 -6.10 -5.15  C54 1.090
62 H 2.73 -5.27 -5.82  C54 1.090
63 H 5.32 -6.43 -6.98  C55 1.090
64 H 3.93 -4.09 -7.99  C56 1.090
65 H 3.44 -5.34 -9.12  C56 1.090
66 H 5.05 -4.86 -8.94  C56 1.090
67 H 3.80 -8.04 -6.66  N57 1.010
68 H 3.81 -7.82 -8.25  N57 1.010
69 C -4.45 -8.79 4.21  O70 1.374, H75 1.090, H76 1.090, H77 1.090
70 O -3.80 -9.90 4.70  C69 1.374, C71 1.422
71 C -4.39 -11.16 4.40  O70 1.422, C72 1.563, H78 1.090, H79 1.090
72 C -5.74 -11.52 5.09  C71 1.563, C73 1.556, N74 1.451, H80 1.090
73 C -5.69 -11.67 6.64  C72 1.556, H81 1.090, H82 1.090, H83 1.090
74 N -6.08 -12.85 4.63  C72 1.451, H84 1.010, H85 1.010
75 H -4.83 -8.97 3.21  C69 1.090
76 H -3.62 -8.08 4.26  C69 1.090
77 H -5.20 -8.52 4.95  C69 1.090
78 H -4.66 -11.18 3.35  C71 1.090
79 H -3.63 -11.89 4.70  C71 1.090
80 H -6.46 -10.76 4.75  C72 1.090
81 H -6.65 -12.04 7.01  C73 1.090
82 H -5.33 -10.73 7.06  C73 1.090
83 H -4.96 -12.43 6.91  C73 1.090
84 H -6.36 -12.83 3.66  N74 1.010
85 H -5.29 -13.47 4.60  N74 1.010
86 C 5.76 -3.08 4.34  C87 1.523, H89 1.090, H90 1.090, H91 1.090
87 C 5.05 -4.41 4.55  C86 1.523, O88 1.429, H92 1.090, H93 1.090
88 O 3.83 -4.42 3.81  C87 1.429, H94 0.960
89 H 6.01 -2.91 3.29  C86 1.090
90 H 6.59 -2.99 5.04  C86 1.090
91 H 4.99 -2.39 4.71  C86 1.090
92 H 4.85 -4.79 5.55  C87 1.090
93 H 5.66 -5.25 4.22  C87 1.090
94 H 3.36 -5.25 3.84  O88 0.960
95 C -8.94 1.41 1.15  C96 1.516, H98 1.090, H99 1.090, H100 1.090
96 C -8.42 2.09 -0.10  C95 1.516, O97 1.448, H101 1.090, H102 1.090
97 O -9.47 2.63 -0.94  C96 1.448, H103 0.960
98 H -9.44 0.47 0.90  C95 1.090
99 H -9.60 2.00 1.79  C95 1.090
100 H -8.09 1.02 1.71  C95 1.090
101 H -7.94 1.23 -0.57  C96 1.090
102 H -7.63 2.82 0.10  C96 1.090
103 H -10.32 2.19 -0.85  O97 0.960
104 C 2.20 3.52 -7.76  C105 1.550, H107 1.090, H108 1.090, H109 1.090
105 C 1.92 4.07 -6.34  C104 1.550, O106 1.459, H110 1.090, H111 1.090
106 O 0.81 3.35 -5.73  C105 1.459, H112 0.960
107 H 1.21 3.49 -8.23  C104 1.090
108 H 2.49 2.47 -7.79  C104 1.090
109 H 2.72 4.29 -8.32  C104 1.090
110 H 1.54 5.09 -6.47  C105 1.090
111 H 2.85 3.99 -5.78  C105 1.090
112 H 1.03 3.51 -4.81  O106 0.960
113 C -1.93 0.47 6.16  C114 1.526, H116 1.090, H117 1.090, H118 1.090
114 C -0.90 -0.43 6.84  C113 1.526, O115 1.438, H119 1.090, H120 1.090
115 O -0.99 -1.73 6.22  C114 1.438, H121 0.960
116 H -2.07 1.33 6.81  C113 1.090
117 H -2.91 0.02 6.04  C113 1.090
118 H -1.65 0.77 5.15  C113 1.090
119 H -1.23 -0.60 7.86  C114 1.090
120 H 0.08 0.03 6.95  C114 1.090
121 H -0.63 -1.67 5.33  O115 0.960

Output
SMILES string   COC[C@H](C)N.COC[C@H](C)N.COC[C@H](C)N.COC[C@H](C)N.COC[C@H](C)N.CCO.CCO.CCO.CCO
LUMO   0.010 Eh
Charge   0

Atomic partial charges in e from the Löwdin method, atoms 1 to 8: C -0.113; O -0.186; C -0.222; C -0.392; C -0.045; N 0.022; H 0.081; H 0.087

***

--- 2 ---
Entry from the Open Molecules 2025 dataset: 9 unconnected molecules or ions with the total composition C28H79N5O9 (ωB97M-V/def2-TZVPD).

Each atom is followed by the atoms it is bonded to, with distances in Å.
Geometry (Å):
1 C 1.90 6.87 -2.14  O2 1.403, H7 1.087, H8 1.098, H9 1.097
2 O 0.55 6.66 -1.83  C1 1.403, C3 1.405
3 C -0.01 5.56 -2.51  O2 1.405, C4 1.531, H10 1.094, H11 1.101
4 C 0.39 4.19 -1.94  C3 1.531, C5 1.512, N6 1.495, H12 1.095
5 C -0.36 3.01 -2.51  C4 1.512, H13 1.092, H14 1.095, H15 1.085
6 N 0.12 4.24 -0.47  C4 1.495, H16 1.014, H17 1.018
7 H 2.27 7.70 -1.54  C1 1.087
8 H 2.07 7.10 -3.20  C1 1.098
9 H 2.56 6.00 -1.97  C1 1.097
10 H -1.09 5.68 -2.43  C3 1.094
11 H 0.21 5.61 -3.58  C3 1.101
12 H 1.47 4.03 -1.89  C4 1.095
13 H 0.15 2.55 -3.36  C5 1.092
14 H -1.34 3.37 -2.83  C5 1.095
15 H -0.46 2.24 -1.75  C5 1.085
16 H 0.88 4.66 0.05  N6 1.014
17 H -0.65 4.86 -0.22  N6 1.018
18 C -0.43 3.61 4.19  O19 1.433, H24 1.092, H25 1.091, H26 1.088
19 O -0.73 2.67 5.22  C18 1.433, C20 1.414
20 C 0.30 1.72 5.43  O19 1.414, C21 1.521, H27 1.096, H28 1.091
21 C 0.50 0.84 4.21  C20 1.521, C22 1.513, N23 1.499, H29 1.098
22 C -0.56 -0.20 3.93  C21 1.513, H30 1.090, H31 1.097, H32 1.097
23 N 1.84 0.16 4.18  C21 1.499, H33 1.020, H34 1.010
24 H 0.12 4.43 4.66  C18 1.092
25 H -1.43 3.95 3.95  C18 1.091
26 H 0.04 3.23 3.28  C18 1.088
27 H 1.25 2.20 5.69  C20 1.096
28 H 0.03 1.06 6.26  C20 1.091
29 H 0.58 1.39 3.26  C21 1.098
30 H -0.32 -0.90 3.13  C22 1.090
31 H -1.49 0.31 3.66  C22 1.097
32 H -0.74 -0.83 4.81  C22 1.097
33 H 2.06 -0.37 5.03  N23 1.020
34 H 1.59 -0.59 3.55  N23 1.010
35 C 2.38 2.03 0.69  O36 1.426, H41 1.088, H42 1.092, H43 1.090
36 O 3.71 1.59 0.42  C35 1.426, C37 1.408
37 C 4.28 1.07 1.60  O36 1.408, C38 1.537, H44 1.097, H45 1.092
38 C 4.19 -0.47 1.60  C37 1.537, C39 1.506, N40 1.506, H46 1.092
39 C 4.88 -1.01 2.82  C38 1.506, H47 1.097, H48 1.090, H49 1.095
40 N 4.96 -1.08 0.46  C38 1.506, H50 1.020, H51 1.021
41 H 1.89 2.29 -0.25  C35 1.088
42 H 2.36 2.95 1.28  C35 1.092
43 H 1.84 1.22 1.16  C35 1.090
44 H 5.36 1.25 1.57  C37 1.097
45 H 3.88 1.45 2.54  C37 1.092
46 H 3.18 -0.88 1.51  C38 1.092
47 H 5.90 -0.63 2.96  C39 1.097
48 H 4.98 -2.10 2.87  C39 1.090
49 H 4.38 -0.66 3.73  C39 1.095
50 H 5.86 -0.60 0.57  N40 1.020
51 H 4.59 -0.73 -0.43  N40 1.021
52 C -3.04 3.20 1.80  O53 1.416, H58 1.099, H59 1.083, H60 1.097
53 O -4.22 3.21 1.02  C52 1.416, C54 1.467
54 C -3.95 3.70 -0.33  O53 1.467, C55 1.525, H61 1.095, H62 1.093
55 C -5.32 3.62 -0.99  C54 1.525, C56 1.533, N57 1.467, H63 1.092
56 C -5.30 3.87 -2.50  C55 1.533, H64 1.090, H65 1.090, H66 1.091
57 N -6.31 4.48 -0.34  C55 1.467, H67 1.020, H68 1.025
58 H -2.24 2.67 1.25  C52 1.099
59 H -3.15 2.77 2.78  C52 1.083
60 H -2.65 4.23 1.81  C52 1.097
61 H -3.55 4.71 -0.16  C54 1.095
62 H -3.16 3.02 -0.68  C54 1.093
63 H -5.64 2.59 -0.82  C55 1.092
64 H -4.99 2.98 -3.04  C56 1.090
65 H -4.71 4.74 -2.79  C56 1.090
66 H -6.35 4.07 -2.73  C56 1.091
67 H -5.98 5.43 -0.19  N57 1.020
68 H -6.28 4.13 0.63  N57 1.025
69 C -0.71 -7.55 -5.82  O70 1.414, H75 1.094, H76 1.093, H77 1.089
70 O -0.89 -6.89 -4.59  C69 1.414, C71 1.397
71 C -0.89 -5.49 -4.69  O70 1.397, C72 1.514, H78 1.097, H79 1.102
72 C -1.26 -4.87 -3.36  C71 1.514, C73 1.518, N74 1.478, H80 1.098
73 C -2.60 -5.24 -2.74  C72 1.518, H81 1.095, H82 1.090, H83 1.089
74 N -1.25 -3.40 -3.52  C72 1.478, H84 1.015, H85 1.016
75 H 0.29 -7.40 -6.25  C69 1.094
76 H -1.53 -7.24 -6.48  C69 1.093
77 H -0.78 -8.62 -5.62  C69 1.089
78 H 0.04 -5.07 -5.09  C71 1.097
79 H -1.64 -5.14 -5.41  C71 1.102
80 H -0.50 -5.10 -2.59  C72 1.098
81 H -3.41 -4.93 -3.41  C73 1.095
82 H -2.72 -4.68 -1.81  C73 1.090
83 H -2.76 -6.30 -2.56  C73 1.089
84 H -1.36 -2.97 -2.60  N74 1.015
85 H -0.35 -3.04 -3.83  N74 1.016
86 C 2.69 -4.22 4.90  C87 1.505, H89 1.090, H90 1.092, H91 1.090
87 C 2.29 -4.00 3.46  C86 1.505, O88 1.427, H92 1.095, H93 1.098
88 O 1.91 -2.63 3.29  C87 1.427, H94 0.968
89 H 3.56 -3.62 5.16  C86 1.090
90 H 3.02 -5.24 5.08  C86 1.092
91 H 1.81 -4.02 5.51  C86 1.090
92 H 1.56 -4.74 3.13  C87 1.095
93 H 3.14 -4.08 2.77  C87 1.098
94 H 1.93 -2.44 2.34  O88 0.968
95 C -0.90 0.16 0.32  C96 1.534, H98 1.089, H99 1.097, H100 1.087
96 C -0.01 -0.80 -0.48  C95 1.534, O97 1.434, H101 1.096, H102 1.094
97 O 0.41 -1.86 0.38  C96 1.434, H103 0.971
98 H -1.69 -0.44 0.78  C95 1.089
99 H -1.35 0.79 -0.45  C95 1.097
100 H -0.41 0.86 1.00  C95 1.087
101 H 0.85 -0.25 -0.88  C96 1.096
102 H -0.61 -1.23 -1.29  C96 1.094
103 H 1.07 -2.36 -0.12  O97 0.971
104 C -3.50 -0.61 -2.80  C105 1.512, H107 1.090, H108 1.095, H109 1.094
105 C -4.53 -0.14 -1.80  C104 1.512, O106 1.440, H110 1.097, H111 1.091
106 O -4.67 -1.08 -0.72  C105 1.440, H112 0.953
107 H -3.63 -0.22 -3.81  C104 1.090
108 H -3.49 -1.69 -2.94  C104 1.095
109 H -2.49 -0.47 -2.39  C104 1.094
110 H -5.55 -0.19 -2.20  C105 1.097
111 H -4.30 0.84 -1.38  C105 1.091
112 H -5.43 -1.63 -0.81  O106 0.953
113 C 4.70 -4.18 -1.38  C114 1.524, H116 1.091, H117 1.098, H118 1.085
114 C 3.83 -4.43 -0.15  C113 1.524, O115 1.435, H119 1.093, H120 1.090
115 O 3.05 -3.27 0.15  C114 1.435, H121 0.982
116 H 4.12 -4.30 -2.30  C113 1.091
117 H 5.42 -5.00 -1.45  C113 1.098
118 H 5.22 -3.23 -1.34  C113 1.085
119 H 4.47 -4.70 0.69  C114 1.093
120 H 3.12 -5.20 -0.44  C114 1.090
121 H 3.71 -2.58 0.41  O115 0.982

Output
SMILES string   COC[C@H](C)N.COC[C@H](C)N.COC[C@H](C)N.COC[C@H](C)N.COC[C@H](C)N.CCO.CCO.CCO.CCO
LUMO   0.020 Eh
Charge   0

Atomic partial charges in e from the Löwdin method, atoms 1 to 8: C -0.118; O -0.179; C -0.217; C -0.410; C -0.050; N 0.038; H 0.090; H 0.089

***

Which structure wins on stability? 2 wins.